[1]
Computed, not measured: an isolated ion of composition C16H26BrN4O3 and charge +1 in a non-equilibrium geometry, with wB97M-V/def2-TZVPD.

Structure (XYZ):
```
50
C16H26BrN4O3 (wB97M-V/def2-TZVPD)
Br -2.65019 1.00528 -0.65223
N -0.79819 1.13438 -1.15788
C -0.27917 2.37215 -0.47896
C -0.14181 2.26576 1.11722
C 0.37966 0.84272 1.64610
N -0.46614 -0.21179 0.93764
C -0.12566 0.00655 -0.49820
N 0.76975 -0.74034 -1.13920
C 1.16878 -0.52374 -2.56558
C 2.64243 0.17554 -2.64772
C 3.76911 -0.84071 -3.16204
C 4.14526 -2.01018 -2.12134
N 5.12025 -1.58839 -1.06990
C 5.31707 -2.35626 0.16180
C 6.41688 -1.75246 1.08227
C 6.87881 -0.48155 0.28695
C 6.01987 -0.45838 -0.99548
H -1.00866 3.23827 -0.71309
H 0.73643 2.69477 -0.92184
H -1.10633 2.61885 1.65026
H 0.66737 3.03553 1.42608
H 1.46488 0.73436 1.24816
H 0.38150 0.72772 2.77916
H -0.14011 -1.14864 1.22170
H 1.22570 -1.50970 -0.62251
H 0.40544 0.07115 -3.17424
H 1.31623 -1.57832 -3.01840
H 2.92650 0.73065 -1.69070
H 2.53562 0.98516 -3.46922
H 4.72310 -0.32604 -3.55385
H 3.32399 -1.38120 -4.08576
H 4.70324 -2.81127 -2.74731
H 3.22578 -2.55269 -1.69570
H 4.82118 -3.31612 0.51350
H 6.80451 -2.14910 2.08326
H 7.70238 0.24979 0.61543
H 6.12673 0.36096 -1.77481
C -8.31103 -0.39907 2.46825
C -6.84931 -0.00599 2.45439
C -6.60816 1.46504 2.30565
O -5.30168 1.48962 1.73592
C -5.16488 0.33300 1.03972
O -4.25066 0.09674 0.28036
O -6.18203 -0.52401 1.30252
H -8.88532 0.17177 1.73325
H -8.43002 -1.45453 2.21195
H -8.74974 -0.22285 3.45289
H -6.34497 -0.41315 3.33780
H -6.62977 1.99754 3.25723
H -7.29461 1.95317 1.60651
```

total energy: -3643.56347 Ha
total charge: +1
Kohn-Sham gap: 6.7 eV
relative energy (zero: lowest compared OMol25 entry of this formula, charge and spin): 311.0 kJ/mol
E_HOMO: -9.991 eV

---

[2]
Computed, not measured: a 11-piece molecular cluster, C64H135BN5O18 overall in a non-equilibrium geometry, with wB97M-V/def2-TZVPD.

Structure (XYZ):
```
223
C64H135BN5O18 (wB97M-V/def2-TZVPD)
O -3.15114 -1.30291 1.06163
C -2.02637 -0.89080 0.75181
O -1.65518 -0.51013 -0.48040
B -0.29772 -0.02919 -0.45901
O 0.19542 -0.26201 0.93272
C -0.82029 -0.59658 1.73493
O -0.70766 -0.78647 2.96608
O -0.14792 1.39636 -0.77059
C 0.39592 1.50019 -2.01543
O 0.45733 2.49077 -2.68324
C 0.83081 0.05777 -2.50441
O 0.49039 -0.77518 -1.46744
O 1.13870 -0.32731 -3.60470
C -2.82224 6.31185 0.24849
C -1.78018 5.25536 0.65703
C -0.95567 4.68450 -0.44447
O -1.00903 5.92806 1.60235
H -3.42464 6.55923 1.12257
H -3.43132 5.78920 -0.48905
H -2.36049 7.18400 -0.21437
H -2.29839 4.43849 1.15931
H -0.24807 4.06990 0.11201
H -0.41738 5.46808 -0.97770
H -1.58954 4.05272 -1.06668
H -1.21456 6.86029 1.70391
C -4.16984 2.19128 2.91191
C -3.25364 2.48217 4.04590
C -4.05674 2.69904 5.27226
O -2.28611 1.47101 4.18459
H -5.00354 1.51705 3.10802
H -3.65560 1.86772 2.00694
H -4.70442 3.12462 2.73532
H -2.72369 3.41057 3.83299
H -3.44710 3.01849 6.11747
H -4.63934 1.81823 5.54218
H -4.80114 3.48921 5.17424
H -2.72828 0.63569 4.35289
C -0.16645 5.43972 -4.00152
C -0.89337 6.67926 -4.04904
C -2.36873 6.54162 -4.54020
O -1.03438 7.09246 -2.67873
H 0.89998 5.48996 -3.78176
H -0.29180 4.82787 -4.89485
H -0.51786 4.75531 -3.22939
H -0.35740 7.37059 -4.69934
H -2.35813 6.10145 -5.53732
H -2.93772 7.47091 -4.56794
H -2.95505 5.77025 -4.04088
H -1.72194 7.75866 -2.74960
C 0.87550 -5.65135 -2.23482
C -0.11027 -4.60378 -1.99504
C -1.56152 -5.04191 -2.19612
O 0.14403 -4.21083 -0.67481
H 0.68443 -6.26768 -3.11330
H 0.95786 -6.27850 -1.34713
H 1.92457 -5.35672 -2.26195
H 0.06312 -3.71676 -2.60434
H -1.54843 -5.35540 -3.23998
H -2.28059 -4.22738 -2.10909
H -1.73045 -6.00120 -1.70691
H 0.15182 -3.25088 -0.66793
C 1.31582 1.76983 -8.24040
C 1.74954 1.64347 -6.73989
C 3.05821 2.33867 -6.49569
O 0.77441 2.16788 -5.97071
H 0.41150 1.29657 -8.62293
H 2.16778 1.55358 -8.88498
H 1.07445 2.83218 -8.27601
H 1.86340 0.56456 -6.63459
H 3.31666 2.39446 -5.43824
H 3.01393 3.33327 -6.93944
H 3.89816 1.80398 -6.93918
H 1.12354 2.49564 -5.13867
C 2.46270 -5.00010 8.53891
C 2.90619 -4.61826 7.06639
C 3.22810 -5.97783 6.31416
C 2.03198 -6.67401 5.70106
C 1.25834 -5.73356 4.77903
C 0.86596 -4.36873 5.41705
N 1.97479 -3.75897 6.19918
O 1.76291 -2.53854 6.77470
C 0.40974 -3.37019 4.22364
C -0.30450 -4.56263 6.36237
C 4.24302 -3.79654 7.05407
H 3.24784 -5.46861 9.13232
H 1.71861 -5.79426 8.47788
H 2.08226 -4.16366 9.12520
H 4.09619 -5.76042 5.69186
H 3.47250 -6.62598 7.15575
H 1.28001 -6.86887 6.46569
H 2.36880 -7.60191 5.23883
H 0.42201 -6.37839 4.50915
H 1.79429 -5.56827 3.84440
H -0.33638 -2.61469 4.46981
H 1.31403 -2.77957 4.07690
H 0.24894 -3.82998 3.24852
H -0.00633 -4.87075 7.36449
H -0.93598 -3.69610 6.55850
H -0.92582 -5.32911 5.89914
H 4.20397 -2.81147 7.51905
H 4.79525 -3.62387 6.13030
H 4.92912 -4.35014 7.69509
H 2.19051 -2.00973 6.09712
C 8.11653 -1.30673 -5.86420
C 7.78878 -1.71070 -4.38073
C 8.24738 -0.56584 -3.35546
C 7.36067 0.67886 -3.52415
C 5.92895 0.22585 -3.35348
C 5.39111 -0.98587 -4.20986
N 6.36888 -2.01927 -4.32869
O 5.89481 -3.16499 -4.99485
C 4.18018 -1.51052 -3.43821
C 5.06767 -0.42538 -5.56895
C 8.62024 -2.95405 -4.02815
H 7.69318 -0.34885 -6.16642
H 7.65967 -2.08758 -6.47220
H 9.20233 -1.33720 -5.95479
H 8.40380 -0.92273 -2.33749
H 9.23782 -0.18520 -3.60496
H 7.37546 1.21093 -4.47535
H 7.68600 1.45571 -2.83223
H 5.34602 1.08494 -3.68552
H 5.81736 0.00558 -2.29182
H 3.47979 -0.67749 -3.49844
H 3.72237 -2.32012 -4.00659
H 4.40282 -1.75619 -2.39986
H 5.75583 0.36655 -5.86455
H 4.96137 -1.24306 -6.28182
H 4.14906 0.15069 -5.45758
H 9.69843 -2.80881 -3.96105
H 8.53328 -3.74753 -4.77040
H 8.28296 -3.38719 -3.08649
H 5.63239 -2.99352 -5.90222
C 3.73396 4.45167 3.29903
C 3.96610 4.57855 1.69603
C 5.47819 4.66101 1.57098
C 6.00580 4.45190 0.16805
C 5.50040 3.08262 -0.32166
C 3.98720 2.86743 -0.35298
N 3.47581 3.26034 1.01834
O 2.14458 2.91362 1.28120
C 3.31841 3.70018 -1.49860
C 3.78212 1.35884 -0.73039
C 3.24190 5.82617 1.11457
H 4.35699 5.17292 3.82793
H 3.89452 3.42633 3.63221
H 2.69716 4.59579 3.60293
H 5.84334 5.60942 1.96505
H 5.86816 3.84416 2.17825
H 7.08200 4.49620 0.00089
H 5.62857 5.30355 -0.39807
H 5.91108 2.29502 0.31010
H 5.93971 2.88882 -1.30020
H 3.87438 4.62075 -1.67621
H 3.19532 3.19116 -2.45455
H 2.27608 3.99263 -1.37167
H 4.33387 0.59737 -0.17918
H 2.79754 1.00483 -0.42479
H 4.05639 1.14941 -1.76432
H 2.22830 5.62645 1.46218
H 3.05032 5.79115 0.04211
H 3.53022 6.74471 1.62572
H 1.62963 3.24154 0.54033
C -3.66791 -2.80545 6.31792
C -4.69181 -3.36198 5.27967
C -5.80683 -3.89038 6.23834
C -7.14941 -4.23103 5.53585
C -7.57246 -3.00636 4.74179
C -6.53703 -2.44820 3.71370
N -5.25228 -2.24975 4.42757
O -4.36671 -1.44278 3.66273
C -6.49814 -3.28205 2.36175
C -6.99711 -1.09039 3.29229
C -4.03057 -4.54438 4.54155
H -2.82232 -2.39741 5.76423
H -3.23787 -3.39609 7.12682
H -4.07283 -1.91614 6.80090
H -5.44841 -4.84338 6.62749
H -6.04340 -3.18654 7.03630
H -7.99781 -4.60306 6.11023
H -7.07838 -5.00360 4.77022
H -7.93211 -2.28667 5.47718
H -8.38268 -3.46413 4.17426
H -7.47585 -3.19663 1.88753
H -5.67080 -2.83949 1.80700
H -6.06451 -4.28173 2.33526
H -7.97226 -1.17260 2.81226
H -6.96074 -0.34365 4.08548
H -6.35687 -0.62970 2.53999
H -4.82567 -5.05942 4.00243
H -3.39342 -5.22724 5.10355
H -3.31579 -4.12987 3.83065
H -3.98450 -1.99704 2.97841
C -3.31425 2.86377 -3.60874
C -4.38686 1.77951 -3.20512
C -5.53235 1.92919 -4.20505
C -6.65978 0.84537 -4.19894
C -5.90701 -0.56405 -4.27017
C -4.60683 -0.71682 -3.34642
N -3.78284 0.42252 -3.46659
O -2.54873 0.32513 -2.84581
C -5.16773 -1.06812 -1.88723
C -3.95636 -1.93327 -4.08895
C -4.80469 2.11092 -1.70898
H -2.82448 2.53584 -4.52563
H -2.48684 2.89195 -2.89973
H -3.64790 3.86604 -3.87752
H -6.00178 2.89480 -4.01706
H -5.17149 2.14701 -5.21026
H -7.32508 0.98165 -5.05153
H -7.16823 1.13898 -3.28059
H -5.78109 -0.80555 -5.32560
H -6.74941 -1.10242 -3.83586
H -4.31782 -1.34145 -1.26189
H -5.64953 -0.21564 -1.40844
H -5.81572 -1.94416 -1.85970
H -3.59171 -1.61121 -5.06435
H -3.05446 -2.35496 -3.64525
H -4.68413 -2.72668 -4.25912
H -4.27188 1.65642 -0.87373
H -5.88813 2.12858 -1.59085
H -4.44618 3.10997 -1.46106
H -2.79768 0.34297 -1.91882
```

total energy: -4172.33446 Ha
total charge: -1
Kohn-Sham gap: 8.1 eV
E_HOMO: -5.999 eV

---

[3]
Computed, not measured: C26H24FeN9O2S as an isolated structure, with wB97M-V/def2-TZVPD.

Structure (XYZ):
```
63
C26H24FeN9O2S (wB97M-V/def2-TZVPD)
Fe 0.01845 -0.20411 -0.68465
C 1.42543 0.93042 1.68476
N 0.14642 0.24111 1.41083
C -0.02658 -0.97322 2.23877
C -0.58970 -2.03469 1.36483
N -0.46592 -1.95855 0.05552
C -1.05612 -3.11920 -0.46534
C -1.19299 -3.59316 -1.76623
C -1.81098 -4.81588 -1.92875
C -2.28253 -5.56458 -0.84097
C -2.14134 -5.11311 0.45434
C -1.51935 -3.88243 0.60984
N -1.20718 -3.15259 1.75399
C 2.40945 0.24389 0.80616
N 1.98404 -0.27520 -0.32655
C 3.09818 -0.84702 -0.94715
C 3.24018 -1.53680 -2.14763
C 4.50985 -1.96704 -2.47413
C 5.61650 -1.72807 -1.64563
C 5.48730 -1.04823 -0.45201
C 4.20770 -0.61908 -0.12802
N 3.72435 0.07389 0.97947
H 1.70011 0.89008 2.74061
H 1.33265 1.98047 1.40056
H -0.62367 0.87605 1.58620
H -0.65373 -0.77826 3.10980
H 0.95306 -1.29466 2.60066
H -0.81960 -3.03684 -2.61044
H -1.92964 -5.21443 -2.92683
H -2.75850 -6.51792 -1.02254
H -2.48848 -5.68789 1.30185
H -1.39266 -3.42657 2.70590
H 2.39966 -1.73478 -2.79563
H 4.65706 -2.50570 -3.40000
H 6.58997 -2.08527 -1.95081
H 6.33380 -0.85958 0.19374
H 4.27207 0.42580 1.74886
N -2.33993 2.25291 -8.15360
C -1.86000 1.68741 -7.03116
C -1.08989 2.43968 -6.11732
C -0.60525 1.85779 -4.97441
C -0.86360 0.50746 -4.72540
C -1.62297 -0.25699 -5.61820
C -2.12150 0.32671 -6.75038
S -0.24973 -0.23708 -3.32091
O 0.32098 -1.51908 -3.59984
O 0.59506 0.72870 -2.55890
N -1.38542 -0.47914 -2.12294
C -2.02445 0.71598 -1.82810
N -1.57049 1.15464 -0.64010
C -1.93162 2.38988 -0.26747
C -2.82367 3.11509 -1.02366
C -3.29162 2.52217 -2.19105
N -2.87737 1.33448 -2.61776
H -2.12938 3.20671 -8.38690
H -2.86218 1.71649 -8.82310
H -0.87397 3.47852 -6.32973
H -0.01118 2.43157 -4.27594
H -1.81082 -1.30370 -5.41734
H -2.70960 -0.25718 -7.44594
H -1.52923 2.78194 0.66028
H -3.15266 4.09734 -0.72138
H -4.01563 3.03115 -2.81662
```

total energy: -3309.91398 Ha
total charge: +2
Kohn-Sham gap (alpha / beta): 6.0 / 6.8 eV
spin multiplicity: 2
E_HOMO (alpha / beta): -12.972 / -12.986 eV

---

[4]
Computed, not measured: C21H32IrN4O2Sb2 as an isolated structure, with wB97M-V/def2-TZVPD.

Structure (XYZ):
```
62
C21H32IrN4O2Sb2 (wB97M-V/def2-TZVPD)
Ir -0.16889 -0.01147 0.02284
C -4.04404 3.06476 -0.27701
O -4.20866 1.61261 -0.25992
C -3.14296 0.88671 -0.15439
O -1.98562 1.32853 -0.04556
N -3.40147 -0.43773 -0.17883
N -2.32283 -1.30595 0.00791
H -5.04974 3.45190 -0.37786
H -3.42989 3.34446 -1.12774
H -3.59559 3.38459 0.65855
H -4.35206 -0.78288 -0.20084
H -2.34036 -2.01192 -0.72475
H -2.40743 -1.77507 0.90906
C 3.89035 0.30532 -1.33317
Sb 5.11487 0.12439 0.41706
C 3.50782 0.07475 1.82471
C 5.58839 -2.14406 0.50833
C 5.11455 -2.73159 -0.69780
C 6.00697 -2.76031 -1.81421
C 5.71737 -3.46472 -2.94896
C 4.51806 -4.18490 -2.99985
C 3.61686 -4.14129 -1.93320
C 3.85102 -3.38262 -0.80304
C 2.83679 -3.39617 0.30153
Sb 0.85811 -2.55340 -0.02860
C 0.32311 -3.57102 -1.80534
C -0.06777 -3.74529 1.45815
H 4.45477 0.81162 -2.11343
H 3.01720 0.90867 -1.07753
H 3.57336 -0.66991 -1.70075
H 3.81126 0.59992 2.73015
H 3.27018 -0.95623 2.09190
H 2.63210 0.55711 1.39500
H 5.09723 -2.40525 1.44094
H 6.66845 -2.09858 0.60124
H 6.95532 -2.24255 -1.72436
H 6.41609 -3.50224 -3.77347
H 4.28995 -4.79182 -3.86677
H 2.71594 -4.73802 -1.99238
H 3.19042 -3.02418 1.25997
H 2.48583 -4.41894 0.44836
H 0.25144 -4.63522 -1.58504
H 1.07229 -3.39351 -2.57396
H -0.63647 -3.21159 -2.17423
H 0.21566 -4.78063 1.27391
H -1.15330 -3.67200 1.41497
H 0.27138 -3.44152 2.44700
N 0.93683 3.99174 0.62600
C 0.74912 2.74810 1.05528
N 0.59839 1.90694 0.03977
C 0.68124 2.67474 -1.13419
C 0.58124 2.30149 -2.47002
C 0.70290 3.30383 -3.40852
C 0.92442 4.64201 -3.02884
C 1.02842 5.01560 -1.70688
C 0.89871 3.99476 -0.77167
H 1.08366 4.79321 1.22336
H 0.72242 2.48022 2.10026
H 0.41860 1.27037 -2.76826
H 0.63010 3.06292 -4.46026
H 1.01754 5.39670 -3.79791
H 1.20084 6.04439 -1.42033
```

total energy: -1772.65634 Ha
total charge: +3
Kohn-Sham gap (alpha / beta): 8.6 / 5.7 eV
relative energy (zero: lowest compared OMol25 entry of this formula, charge and spin): 0.0 kJ/mol
spin multiplicity: 5
E_HOMO (alpha / beta): -16.578 / -16.813 eV

---

[5]
Computed, not measured: B5CaF8H12NO3 as an isolated structure in a non-equilibrium geometry, with wB97M-V/def2-TZVPD.

Structure (XYZ):
```
30
B5CaF8H12NO3 (wB97M-V/def2-TZVPD)
Ca -0.42779 -0.32162 0.01886
N 1.87983 0.09942 5.47445
O 1.06553 -0.29396 4.63444
O 1.60065 0.63067 6.54970
O 3.03899 -0.11709 5.27432
B -4.01112 -2.49589 0.28628
H -4.89954 -2.56600 0.89458
H -3.97927 -3.25886 -0.47603
H -3.92745 -1.55320 -0.23198
H -3.21290 -2.56107 1.00935
B -2.79191 3.09585 1.60881
H -1.73752 2.95621 1.79045
H -3.02067 2.86284 0.58041
H -3.33766 2.40109 2.22825
H -3.00384 4.10933 1.91246
B 4.09312 0.52024 0.13107
H 3.46445 0.70882 -0.72535
H 3.96499 1.35302 0.80507
H 3.80665 -0.37208 0.66580
H 5.12983 0.45812 -0.16154
B -0.33468 3.39412 -4.88237
F -0.69563 4.74969 -4.66761
F 1.03156 3.43247 -4.79936
F -0.84648 2.61018 -3.92292
F -0.68739 3.03334 -6.15577
B 1.60263 -4.53923 -1.59972
F 0.98826 -5.71560 -1.91362
F 2.96862 -4.66721 -1.79961
F 0.93728 -3.56479 -2.31271
F 1.34146 -4.38880 -0.21572
```

total energy: -1888.32124 Ha
total charge: -4
Kohn-Sham gap: 4.6 eV
E_HOMO: 0.872 eV